147
Properties=species:S:1:pos:R:3 method="wB97M-V/def2-TZVPD" gap_ha=0.2298 lumo_energy_ev=-3.2 e_tot_ha=-2629.08755 charge=+1
N -3.842 -1.351 0.104
H -4.329 -0.983 0.928
H -3.071 -0.711 -0.149
H -4.554 -1.556 -0.604
H -3.525 -2.263 0.438
N 0.155 -2.752 1.139
H -0.739 -3.177 1.358
H 0.747 -2.786 2.034
H 0.047 -1.756 0.915
H 0.650 -3.243 0.333
Cl -0.679 0.602 -0.121
O 0.337 -0.390 -0.431
O -1.081 0.428 1.264
O -0.149 1.907 -0.307
O -1.872 0.378 -0.932
C 3.407 3.425 -4.530
C 4.262 2.275 -3.998
N 4.937 2.560 -2.740
C 6.013 1.621 -2.474
C 6.988 2.068 -1.401
C 4.040 2.804 -1.618
C 3.232 1.592 -1.134
H 2.942 3.083 -5.455
H 4.054 4.275 -4.747
H 2.633 3.719 -3.824
H 3.585 1.410 -3.875
H 5.011 2.024 -4.748
H 5.578 0.645 -2.186
H 6.544 1.427 -3.406
H 6.573 2.127 -0.395
H 7.789 1.332 -1.303
H 7.394 3.044 -1.669
H 3.351 3.606 -1.888
H 4.625 3.263 -0.816
H 2.599 1.780 -0.271
H 3.851 0.712 -0.949
H 2.557 1.324 -1.952
C 1.766 4.211 1.040
C 1.809 3.440 2.357
N 2.952 3.763 3.197
C 4.221 3.865 2.503
C 4.723 2.523 1.939
C 2.995 3.022 4.433
C 1.807 3.315 5.361
H 1.950 5.281 1.170
H 0.793 4.089 0.566
H 2.503 3.863 0.319
H 0.857 3.498 2.874
H 1.941 2.384 2.038
H 4.147 4.567 1.673
H 4.969 4.286 3.178
H 4.087 2.205 1.110
H 5.694 2.655 1.459
H 4.760 1.800 2.751
H 3.912 3.255 4.975
H 2.969 1.931 4.244
H 2.008 2.838 6.322
H 0.867 2.933 4.966
H 1.700 4.385 5.538
C -5.076 5.752 1.798
C -4.978 4.412 2.541
N -4.534 3.290 1.730
C -3.151 3.367 1.276
C -2.140 3.607 2.379
C -5.476 2.944 0.687
C -5.263 1.545 0.116
H -5.410 6.526 2.489
H -5.861 5.672 1.044
H -4.138 6.009 1.309
H -4.406 4.518 3.463
H -5.983 4.186 2.917
H -3.027 4.109 0.465
H -2.924 2.435 0.757
H -2.334 4.569 2.859
H -1.122 3.648 2.004
H -2.289 2.845 3.146
H -6.480 3.019 1.108
H -5.440 3.640 -0.168
H -4.283 1.447 -0.355
H -5.364 0.824 0.938
H -6.001 1.288 -0.646
C -7.076 -4.252 -5.128
C -6.364 -3.369 -4.111
N -5.283 -2.578 -4.696
C -4.419 -2.015 -3.662
C -5.032 -0.861 -2.856
C -5.790 -1.599 -5.651
C -4.664 -0.842 -6.347
H -7.766 -3.701 -5.765
H -7.683 -4.995 -4.607
H -6.351 -4.789 -5.737
H -7.079 -2.807 -3.489
H -5.901 -4.054 -3.388
H -4.205 -2.810 -2.938
H -3.474 -1.728 -4.120
H -4.312 -0.441 -2.156
H -5.253 -0.042 -3.545
H -5.990 -1.138 -2.412
H -6.466 -0.852 -5.202
H -6.411 -2.100 -6.391
H -4.000 -1.494 -6.912
H -4.081 -0.192 -5.694
H -5.154 -0.149 -7.037
C 3.093 -0.580 2.037
C 3.234 -1.950 2.701
N 1.973 -2.477 3.213
C 2.195 -3.797 3.823
C 0.947 -4.488 4.363
C 1.291 -1.533 4.109
C 2.038 -1.065 5.343
H 3.132 0.237 2.758
H 2.193 -0.469 1.433
H 3.976 -0.377 1.428
H 3.716 -2.616 1.982
H 3.950 -1.864 3.530
H 2.633 -4.436 3.054
H 2.872 -3.709 4.683
H 0.422 -3.840 5.066
H 0.194 -4.706 3.597
H 1.206 -5.409 4.879
H 0.317 -1.936 4.396
H 0.963 -0.655 3.541
H 2.992 -0.599 5.103
H 2.225 -1.878 6.052
H 1.419 -0.384 5.930
C -0.995 -3.440 -2.050
C 0.085 -4.517 -1.929
N 1.215 -4.067 -1.101
C 2.082 -5.203 -0.708
C 1.375 -6.110 0.304
C 2.036 -3.172 -1.952
C 3.145 -2.389 -1.257
H -1.354 -3.237 -1.034
H -1.881 -3.777 -2.589
H -0.683 -2.491 -2.481
H -0.411 -5.339 -1.408
H 0.413 -4.899 -2.901
H 2.378 -5.745 -1.613
H 2.964 -4.822 -0.200
H 0.587 -6.733 -0.118
H 2.085 -6.829 0.719
H 1.009 -5.500 1.131
H 1.382 -2.437 -2.422
H 2.418 -3.724 -2.825
H 3.666 -1.798 -2.005
H 3.805 -2.965 -0.612
H 2.642 -1.687 -0.580

***

161
Properties=species:S:1:pos:R:3 method="wB97M-V/def2-TZVPD" gap_ha=0.3351 lumo_energy_ev=0.5 e_tot_ha=-2826.11920 smiles="COC[C@H](C)N.COC[C@H](C)N.COC[C@H](C)N.COC[C@H](C)N.COC[C@H](C)N.COC[C@H](C)N.COC[C@H](C)N.COC[C@H](C)N.COC[C@H](C)N.NC(N)=O"
C 1.195 -0.314 6.530
O 0.183 0.505 6.032
C 0.241 0.700 4.642
C -1.033 1.365 4.158
C -2.209 0.418 4.238
N -0.856 1.795 2.757
H 1.008 -0.473 7.590
H 2.194 0.137 6.425
H 1.250 -1.293 6.032
H 1.093 1.343 4.365
H 0.448 -0.256 4.137
H -1.155 2.266 4.772
H -1.913 -0.532 3.774
H -3.124 0.734 3.735
H -2.463 0.175 5.273
H 0.062 2.242 2.605
H -1.510 2.556 2.587
C 0.432 6.007 -6.019
O 0.281 5.147 -4.924
C -0.949 5.230 -4.254
C -1.224 3.910 -3.552
C -2.428 3.995 -2.635
N -0.059 3.420 -2.794
H -0.250 5.738 -6.835
H 1.452 5.926 -6.391
H 0.273 7.061 -5.752
H -0.911 6.041 -3.513
H -1.781 5.432 -4.945
H -1.411 3.098 -4.263
H -2.588 3.073 -2.080
H -3.344 4.297 -3.143
H -2.234 4.752 -1.860
H 0.284 3.972 -2.004
H 0.724 3.380 -3.439
C -7.730 2.287 2.419
O -6.929 1.191 2.790
C -6.536 0.371 1.722
C -5.631 0.996 0.678
C -5.587 0.105 -0.570
N -4.215 1.089 1.243
H -8.667 1.966 1.951
H -7.174 2.933 1.729
H -7.922 2.904 3.293
H -5.991 -0.465 2.156
H -7.424 -0.024 1.198
H -5.852 2.024 0.398
H -6.574 0.197 -1.039
H -5.475 -0.948 -0.299
H -4.802 0.375 -1.272
H -3.963 0.153 1.578
H -3.681 1.051 0.367
C 0.796 6.405 -1.288
O 1.488 5.242 -0.899
C 1.042 4.732 0.330
C 2.057 3.731 0.841
C 2.316 2.555 -0.075
N 1.752 3.306 2.229
H 0.985 7.229 -0.584
H -0.286 6.231 -1.232
H 1.168 6.713 -2.259
H 0.938 5.523 1.095
H 0.002 4.362 0.259
H 3.014 4.272 0.894
H 1.524 1.815 -0.101
H 3.202 2.035 0.308
H 2.578 2.958 -1.050
H 1.939 4.091 2.851
H 2.462 2.637 2.524
C 2.407 -0.508 1.763
O 2.902 -0.271 3.084
C 4.041 -1.006 3.429
C 5.150 -0.206 4.054
C 5.850 0.732 3.091
N 6.126 -1.126 4.664
H 3.173 -0.703 1.012
H 1.834 0.384 1.524
H 1.729 -1.366 1.832
H 3.789 -1.895 4.029
H 4.498 -1.498 2.552
H 4.766 0.459 4.847
H 6.563 1.399 3.570
H 5.069 1.315 2.587
H 6.338 0.205 2.264
H 5.782 -1.552 5.522
H 6.882 -0.547 5.026
C 0.083 -1.124 -8.800
O 0.186 -0.610 -7.501
C -1.037 -0.726 -6.785
C -0.808 -0.363 -5.334
C 0.206 -1.276 -4.660
N -2.082 -0.504 -4.586
H 0.111 -2.223 -8.802
H 0.922 -0.772 -9.399
H -0.843 -0.815 -9.304
H -1.746 0.008 -7.213
H -1.484 -1.718 -6.930
H -0.455 0.677 -5.297
H 0.321 -0.938 -3.635
H 1.173 -1.189 -5.153
H -0.148 -2.304 -4.732
H -1.860 -0.222 -3.632
H -2.769 0.161 -4.934
C -0.678 -3.315 3.967
O -1.483 -3.051 2.839
C -2.865 -3.313 3.073
C -3.554 -3.678 1.775
C -5.077 -3.571 1.977
N -3.197 -5.070 1.382
H -0.932 -4.267 4.450
H -0.816 -2.540 4.737
H 0.372 -3.359 3.681
H -3.007 -4.066 3.851
H -3.303 -2.354 3.389
H -3.215 -3.029 0.967
H -5.402 -4.035 2.909
H -5.573 -4.117 1.174
H -5.382 -2.525 1.932
H -3.675 -5.240 0.500
H -3.642 -5.705 2.041
C 3.253 -4.218 1.362
O 2.253 -4.206 0.385
C 1.343 -5.282 0.563
C 0.358 -5.322 -0.603
C -0.295 -3.985 -0.851
N -0.724 -6.271 -0.336
H 3.741 -5.190 1.488
H 2.846 -3.927 2.348
H 3.997 -3.457 1.131
H 1.914 -6.223 0.519
H 0.841 -5.212 1.538
H 0.936 -5.622 -1.480
H -0.818 -3.597 0.031
H -1.094 -4.008 -1.595
H 0.426 -3.240 -1.189
H -1.274 -5.956 0.464
H -0.429 -7.198 -0.035
C 6.947 -0.952 -1.140
O 5.671 -1.493 -1.323
C 4.678 -0.512 -1.575
C 3.351 -1.191 -1.737
C 3.249 -1.992 -3.036
N 2.279 -0.198 -1.712
H 7.310 -0.356 -1.987
H 7.611 -1.782 -0.909
H 6.982 -0.272 -0.269
H 4.653 0.177 -0.710
H 4.953 0.068 -2.467
H 3.191 -1.968 -0.971
H 3.851 -2.903 -2.987
H 3.505 -1.397 -3.910
H 2.230 -2.384 -3.078
H 2.344 0.348 -0.863
H 1.355 -0.618 -1.736
N -1.189 1.216 -0.517
C -1.179 -0.151 -0.397
N -1.177 -0.539 0.908
O -1.115 -0.896 -1.368
H -0.962 1.688 -1.393
H -1.246 1.725 0.350
H -1.246 0.226 1.579
H -1.067 -1.467 1.282

***

71
Properties=species:S:1:pos:R:3 method="wB97M-V/def2-TZVPD" gap_ha="0.2521 / 0.1698" lumo_energy_ev="-7.3 / -9.6" e_tot_ha=-6164.78625 s_squared=0.781 charge=+2 multiplicity=2
Ir 0.335 -1.046 0.167
S -6.911 -1.910 1.862
N -5.714 -1.288 2.735
C -4.615 -1.395 2.007
C -3.293 -0.949 2.407
C -2.979 -0.322 3.618
C -1.673 0.061 3.852
C -0.698 -0.182 2.889
N -0.994 -0.779 1.736
C -2.269 -1.156 1.493
C -2.499 -1.759 0.203
N -1.415 -1.835 -0.601
C -1.539 -2.353 -1.820
C -2.761 -2.835 -2.284
C -3.876 -2.756 -1.478
C -3.753 -2.195 -0.201
C -4.837 -2.005 0.744
N -6.100 -2.343 0.545
H -3.760 -0.145 4.346
H -1.390 0.552 4.772
H 0.330 0.117 3.037
H -0.650 -2.365 -2.437
H -2.819 -3.249 -3.280
H -4.843 -3.107 -1.815
F -0.139 3.236 -3.175
C 1.083 2.911 -3.624
C 1.976 2.272 -2.781
C 3.241 1.991 -3.274
F 4.134 1.412 -2.459
C 3.611 2.302 -4.566
F 4.822 2.021 -5.016
C 2.687 2.929 -5.393
F 3.019 3.236 -6.628
C 1.417 3.239 -4.924
F 0.546 3.843 -5.714
Ge 1.591 1.810 -0.956
S 2.281 -0.347 -0.564
C 2.550 2.846 0.365
C 3.265 3.985 0.014
F 3.235 4.432 -1.241
C 4.015 4.697 0.934
F 4.678 5.778 0.567
C 4.061 4.267 2.251
F 4.765 4.932 3.139
C 3.360 3.132 2.636
F 3.398 2.715 3.895
C 2.627 2.448 1.693
F 1.962 1.346 2.096
C -0.347 1.587 -0.643
C -1.121 0.983 -1.635
F -0.528 0.448 -2.706
C -2.501 0.914 -1.567
F -3.200 0.295 -2.510
C -3.147 1.458 -0.471
F -4.455 1.344 -0.355
C -2.419 2.097 0.526
F -3.049 2.612 1.569
C -1.044 2.163 0.422
F -0.385 2.792 1.390
N 3.439 -7.263 2.325
C 2.920 -6.292 1.991
C 2.272 -5.088 1.580
C 1.708 -5.008 0.293
C 1.072 -3.858 -0.094
C 1.018 -2.741 0.778
C 1.557 -2.854 2.085
C 2.191 -4.005 2.474
H 1.780 -5.856 -0.375
H 0.644 -3.801 -1.085
H 1.503 -2.022 2.774
H 2.629 -4.092 3.459

***

Relative energy (zero: lowest compared OMol25 entry of this formula, charge and spin) readings, ordered: 0.000 0.000 0.145 eV
Strongest force on any atom readings, ordered: 2.4 2.5 0.3 eV/Å